Record 1
Density functional theory data (wB97M-V/def2-TZVPD) for a cluster of 6 separate species, C18H19ClF8NO15 in total in a non-equilibrium geometry.

Geometry as XYZ:
```
62
Properties=species:S:1:pos:R:3:forces:R:3
C -1.63581 -7.91196 -3.86806 -0.13 -0.68 0.43
H 1.91576 -0.15495 2.36768 0.62 2.35 -0.49
H -0.78094 -1.32870 -3.05662 0.24 0.07 0.13
F 7.13151 1.59218 4.93593 -0.04 -0.13 0.33
H -0.45823 -8.30282 -5.64134 -0.12 -0.07 0.25
C -5.56810 1.59781 -1.91624 -1.13 0.19 -0.49
O -1.63311 3.53465 5.88945 -2.34 -0.39 -1.54
C 1.82990 0.96497 2.01545 0.20 0.20 -0.22
F 4.12124 1.52322 1.14425 -1.82 1.50 3.36
O -0.24645 -2.61560 -5.47535 0.21 1.25 -0.52
H -4.17967 3.16726 -1.30930 -0.03 -0.03 0.23
O -0.64605 -7.33113 -3.04959 -0.19 0.72 -0.57
H -4.09601 4.51589 3.19386 -0.17 -0.02 0.09
C 8.27301 4.13041 3.13156 1.68 2.24 -0.94
O 7.52383 3.53426 2.15442 0.79 0.84 0.80
H 5.94395 2.20615 2.35868 0.32 0.17 -0.03
H -4.61787 1.67150 4.23241 -0.12 0.26 0.06
O 0.48154 -5.35991 -3.27871 -1.44 -3.61 -0.75
F 1.00787 -1.93546 -2.37269 0.09 0.05 0.20
H -2.61703 -7.50141 -3.60693 0.06 -0.19 0.07
H 0.86923 -3.69028 -4.12496 -0.29 0.74 0.00
C -0.02417 -3.05740 -4.15121 -0.04 -0.56 0.11
C -3.57217 0.64384 -2.17729 2.49 -1.75 -0.79
H 7.57414 1.50798 2.49339 -0.02 0.05 0.29
O -4.74829 0.89584 -2.82898 0.76 -0.18 0.16
O -2.67776 2.34915 4.23592 0.10 1.00 1.04
C 3.19701 1.85366 2.29185 -0.38 -1.33 -1.18
C -4.39133 3.80855 3.97615 -0.36 0.22 0.06
C 6.96941 2.70794 4.18997 -0.20 -0.53 0.54
F -1.62674 -9.24836 -3.66408 -0.19 -0.23 0.14
H -2.01701 -7.50511 -5.95280 0.19 0.19 0.10
C -3.98831 2.39868 3.70871 -0.01 -0.91 -0.98
C -0.18010 -6.26514 -3.75898 2.02 2.26 1.12
F -5.72213 3.89601 4.19748 -0.52 0.27 0.00
N -0.45349 2.14350 1.56046 1.63 0.04 2.22
O -2.66780 -0.03427 -2.63572 -2.33 1.46 0.92
H -3.99086 2.16066 2.64159 0.30 0.00 0.18
Cl -1.13337 0.68649 0.87788 -0.20 -0.58 -0.37
O -0.55137 -6.32981 -5.07406 0.29 0.29 1.03
O -3.72023 4.12123 5.17563 0.48 -0.14 -0.36
C -4.57271 2.19834 -0.98336 0.33 0.06 0.70
H 6.08887 3.26145 4.53319 0.08 -0.19 0.09
O 8.98611 5.10306 2.94908 -1.53 -2.22 0.42
H 1.71792 0.92335 0.82850 0.17 0.39 2.70
H 0.64501 2.44670 3.46314 -0.04 -1.58 -1.60
H -6.24343 0.89342 -1.41909 0.17 0.14 0.19
F 3.93010 1.37458 3.52301 -1.74 2.22 -3.38
H -0.13930 0.71672 3.17722 1.56 1.55 -0.50
C 0.15408 -1.77723 -3.40887 -0.02 0.19 1.02
C 0.46733 1.59807 2.67124 -1.51 0.10 -0.83
F 2.97275 3.32012 2.27935 1.42 -4.78 0.45
F -5.08352 2.30463 0.26381 -0.11 0.23 0.34
C -2.59669 3.35039 5.16458 2.84 -0.37 1.44
C 6.95542 2.37834 2.73640 -0.92 -0.78 -0.82
H -0.87530 -3.63661 -3.78310 0.12 0.30 -0.29
H -6.16689 2.35512 -2.42938 0.17 -0.18 -0.10
C -1.18349 -7.58186 -5.24942 -0.32 -0.21 -1.23
O -3.53109 1.24900 -0.95714 -0.44 0.02 -1.30
O 0.75929 -0.92792 -4.35718 -0.58 -0.31 -1.00
O 0.39097 -0.72944 -6.60097 -0.12 -1.47 2.15
O 8.11947 3.50995 4.33495 -0.14 0.55 -0.70
C 0.31112 -1.36964 -5.56577 0.21 1.34 -2.34
```
Positions in Å, forces in eV/Å.

Summary:
HOMO energy ... -0.09654 hartree
Net charge ... -1

---

Record 2
Density functional theory data (wB97M-V/def2-TZVPD) for a cluster of 2 separate species, C18H19ClINO9P in total in a non-equilibrium geometry.

Geometry as XYZ:
```
50
Properties=species:S:1:pos:R:3:forces:R:3
P -5.55759 -3.02175 -2.72704 -0.08 0.51 0.84
H 6.66623 0.62109 -0.40753 -2.13 1.57 1.43
H -2.86107 -3.94934 -3.09840 0.03 0.00 0.09
H 8.52046 1.89294 1.15804 -1.31 0.05 2.11
O -5.39035 -2.13910 -1.53186 0.06 -1.01 -1.82
O 2.03478 0.10807 1.15351 -4.95 6.70 -2.85
H -4.50738 -2.89217 -6.02768 -0.07 0.05 0.20
H -0.47114 3.14139 2.55239 -1.43 -1.97 -1.03
O 1.91804 2.15314 -0.12585 2.69 -2.08 3.10
C 5.13362 2.90191 2.38942 -0.59 -1.22 -3.27
C 5.47097 3.72588 3.77673 -3.65 -1.52 5.33
C -1.27957 -0.09965 0.58057 -1.56 2.13 1.95
C -3.43593 -4.41556 -2.29351 0.80 0.02 0.23
H -8.83598 -2.67758 -3.79052 0.20 -0.09 0.10
C 7.91982 0.24337 2.67901 -5.92 -0.18 5.65
C -0.33957 1.14750 1.15180 -4.16 -0.27 0.26
C 6.27924 2.01960 1.61653 -2.96 -0.02 -1.88
H -7.56383 -1.46399 -3.54286 -0.07 -0.02 0.07
O 6.47475 4.80509 3.79716 -2.59 -3.11 0.13
H -6.23823 -2.61750 -5.73155 0.05 -0.12 -0.02
H 2.75811 3.58675 2.30706 1.86 -1.57 -1.43
H -3.08560 -5.44219 -2.15829 -0.25 0.14 -0.09
C 7.84320 1.81731 2.12316 -0.53 -0.93 -1.28
O 6.99191 -0.05739 3.62728 6.41 1.76 -6.45
N 4.44118 1.31868 -0.35409 0.98 2.36 4.05
C -3.61430 0.93122 1.82342 3.90 -0.21 -0.90
H -3.28200 -3.86678 -1.36031 -0.01 -0.02 -0.11
I 9.33139 -1.26904 1.95062 -1.06 1.36 0.46
C 3.33215 2.10626 0.37488 1.44 0.80 1.84
H -8.41144 -2.17172 -2.13646 0.07 0.07 -0.13
H -4.78030 0.81125 2.02699 2.89 0.50 -0.39
H -3.55079 -1.14007 0.49838 1.64 2.19 0.85
C 3.60303 2.96156 1.76999 3.88 -2.38 -1.89
C 1.24705 1.12744 0.73938 2.39 -5.67 2.55
O -7.07756 -3.42596 -3.07028 1.74 -0.84 0.22
C 5.86505 1.25447 0.20918 -1.91 2.10 2.53
H -3.30118 2.97038 3.07985 1.64 -1.63 -1.38
H -5.46257 -4.12582 -5.17487 0.01 0.10 -0.03
C -8.01646 -2.37261 -3.13508 -0.66 0.69 0.04
C -5.32402 -3.05106 -5.31891 -0.20 -0.34 -0.78
O -4.80699 -4.44503 -2.63358 -1.57 0.62 -0.23
C -2.90536 -0.23398 0.91350 2.49 3.55 1.56
H -0.76731 -0.92383 -0.07340 -1.10 1.80 1.41
C -2.72344 2.17985 2.43411 1.56 -3.56 -2.72
O 4.75313 3.37872 4.86508 4.90 2.37 -7.57
O -5.00805 -2.39488 -4.10786 0.04 0.25 1.48
H 8.17769 2.58540 2.94797 -0.84 -1.67 -1.63
C -1.09368 2.25537 2.09646 -1.90 -2.08 -1.34
Cl 6.66079 5.36043 5.41088 0.01 -0.11 -0.76
H 4.26905 0.79194 -1.25346 -0.16 0.90 1.47
```
Positions in Å, forces in eV/Å.

Summary:
HOMO energy ... -0.40700 hartree
Net charge ... +1

---

Number 1: energy -3139.72610 hartree. Number 2: energy -2527.52035 hartree.